Version w
Molecular formula: HN2O3P
Method: DFT, wB97M-V/def2-TZVPD

The value obtained for the highest occupied orbital energy is -9.784 eV. The HOMO-LUMO gap is 0.312 Ha. The LUMO energy is -1.3010 eV. Its structure (SMILES) is O=NP[N+](=O)[O-].

Last column: natural (NBO) charge in e.
Positions of all 7 atoms, in Å:
1 N -0.181 -1.449 -0.225  -0.10
2 N 0.816 0.759 -0.095  0.32
3 O 1.824 0.224 0.060  -0.32
4 O -0.972 -2.282 -0.555  -0.24
5 O 0.619 1.844 -0.588  -0.39
6 P -0.518 -0.040 0.668  0.73
7 H -1.587 0.943 0.735  0.01

---

Version x
Molecular formula: HN2O3P
Method: DFT, wB97M-V/def2-TZVPD

The value obtained for the highest occupied orbital energy is -10.026 eV. The HOMO-LUMO gap is 0.340 Ha. The LUMO energy is -0.7605 eV. Its structure (SMILES) is [O-][N+]#P.O=NO.

Last column: natural (NBO) charge in e.
Positions of all 7 atoms, in Å:
1 N -0.678 1.262 -1.043  -0.28
2 N 1.194 -1.287 1.103  0.37
3 O -1.379 0.501 -0.415  -0.40
4 O 0.961 -1.603 -0.015  -0.36
5 O 0.298 -0.472 1.624  -0.52
6 P 0.119 1.979 -2.063  0.73
7 H -0.515 -0.381 0.808  0.46

---

Version y
Molecular formula: HN2O3P
Method: DFT, wB97M-V/def2-TZVPD

The value obtained for the highest occupied orbital energy (spin up / spin down) is -9.506 / -9.023 eV. The HOMO-LUMO gap (spin up / spin down) is 0.323 / 0.272 Ha. The LUMO energy (spin up / spin down) is -0.7079 / -1.6269 eV.

Last column: natural (NBO) charge in e.
Positions of all 7 atoms, in Å:
1 N 2.001 -0.508 0.068  -0.25
2 N -1.713 0.663 -0.236  0.49
3 O 2.927 -0.570 -0.717  -0.27
4 O -2.281 -0.207 0.325  -0.29
5 O -1.927 1.564 -0.968  -0.27
6 P 0.624 0.062 0.320  0.61
7 H 0.369 -1.003 1.208  -0.02

---

So which one is most stable? That would be version x, about 39.8 kcal/mol below the next structure.

---

Version w
Molecular formula: C4H10N2S
Method: DFT, wB97M-V/def2-TZVPD

The value obtained for the highest occupied orbital energy (spin up / spin down) is -7.797 / -7.412 eV. The HOMO-LUMO gap (spin up / spin down) is 0.291 / 0.256 Ha. The LUMO energy (spin up / spin down) is 0.1279 / -0.4581 eV.

Last column: natural (NBO) charge in e.
Positions of all 17 atoms, in Å:
1 C -0.115 -0.570 -0.123  -0.13
2 C -0.337 0.824 0.468  -0.05
3 C 1.148 -1.254 0.218  -0.60
4 C 0.121 1.974 -0.149  -0.71
5 N -1.242 -1.538 0.097  -0.46
6 N -2.451 -1.100 -0.419  -0.58
7 S -3.013 0.375 0.162  0.07
8 H -0.073 -0.361 -1.244  0.18
9 H -0.434 0.849 1.548  0.19
10 H 1.238 -1.593 1.265  0.21
11 H 1.906 -0.612 -0.090  0.21
12 H 1.216 -2.084 -0.385  0.22
13 H -0.091 2.004 -1.268  0.25
14 H 1.269 1.952 -0.210  0.22
15 H -0.016 2.844 0.655  0.25
16 H -1.464 -1.719 1.140  0.36
17 H -2.579 -1.218 -1.476  0.37

---

Version x
Molecular formula: C4H10N2S
Method: DFT, wB97M-V/def2-TZVPD

The value obtained for the highest occupied orbital energy is -8.558 eV. The HOMO-LUMO gap is 0.333 Ha. The LUMO energy is 0.4973 eV.

Last column: natural (NBO) charge in e.
Positions of all 17 atoms, in Å:
1 C -1.315 1.016 0.585  -0.66
2 C -1.539 -0.646 0.237  -0.22
3 C 0.739 -1.008 -0.189  -0.31
4 C 1.908 0.021 -0.218  0.05
5 H -2.477 1.693 0.869  0.22
6 H -0.538 0.995 1.685  0.26
7 H -0.925 1.479 -0.569  0.20
8 H -2.600 -0.993 -0.033  0.22
9 H -1.513 -1.442 1.173  0.15
10 H -0.715 -1.487 -1.289  0.38
11 H 1.192 -2.097 -0.600  0.23
12 H 0.598 -1.468 0.835  0.22
13 H 2.387 2.058 -0.720  0.42
14 H 0.513 1.498 -0.978  0.40
15 N -0.514 -0.745 -0.633  -0.68
16 N 1.438 1.417 -0.512  -0.85
17 S 3.362 -0.291 0.358  -0.05

---

So which one is most stable? That would be version w, about 36.6 kcal/mol below the next structure.

---

Version w
Molecular formula: C4H10N2S
Method: DFT, wB97M-V/def2-TZVPD

The value obtained for the highest occupied orbital energy (spin up / spin down) is -7.033 / -7.503 eV. The HOMO-LUMO gap (spin up / spin down) is 0.293 / 0.298 Ha. The LUMO energy (spin up / spin down) is 0.9307 / 0.5984 eV.

Last column: natural (NBO) charge in e.
Positions of all 17 atoms, in Å:
1 C 0.958 -1.414 0.153  -0.29
2 C 0.411 -1.192 -1.264  -0.52
3 C -0.103 1.406 -0.647  -0.34
4 C -1.587 1.386 -0.565  -0.67
5 N 0.228 -0.687 1.115  -0.22
6 N 0.942 -0.244 2.163  -0.59
7 S 0.795 0.509 -1.796  0.26
8 H 0.827 -2.490 0.337  0.21
9 H 2.042 -1.189 0.169  0.17
10 H 0.886 -1.868 -1.973  0.23
11 H -0.666 -1.335 -1.277  0.22
12 H 0.387 2.328 -0.372  0.19
13 H -2.028 2.121 -1.247  0.21
14 H -1.899 1.646 0.448  0.22
15 H -1.993 0.405 -0.806  0.21
16 H 1.928 -0.016 2.024  0.34
17 H 0.433 0.435 2.712  0.37

---

Version x
Molecular formula: C4H10N2S
Method: DFT, wB97M-V/def2-TZVPD

The value obtained for the highest occupied orbital energy is -8.392 eV. The HOMO-LUMO gap is 0.341 Ha. The LUMO energy is 0.8765 eV. Its structure (SMILES) is N[C@H]1CN[C@H]1CS.

Last column: natural (NBO) charge in e.
Positions of all 17 atoms, in Å:
1 C -1.214 0.449 0.505  -0.09
2 C -1.925 -0.141 -0.705  -0.26
3 C -0.355 -0.803 0.798  -0.05
4 C 1.153 -0.503 0.973  -0.56
5 H -0.226 1.650 -0.658  0.36
6 H -1.366 2.423 -0.104  0.35
7 H -1.740 0.305 1.617  0.19
8 H -2.966 -0.467 -0.732  0.21
9 H -1.797 0.412 -1.745  0.19
10 H -1.111 -2.187 -0.539  0.35
11 H -0.769 -1.400 1.775  0.19
12 H 1.264 -0.097 2.024  0.25
13 H 1.645 -1.538 0.861  0.22
14 H 1.315 -0.668 -1.315  0.16
15 N -0.627 1.739 0.361  -0.82
16 N -0.765 -1.267 -0.661  -0.64
17 S 1.846 0.266 -0.532  -0.05

---

Version y
Molecular formula: C4H10N2S
Method: DFT, wB97M-V/def2-TZVPD

The value obtained for the highest occupied orbital energy is -8.828 eV. The HOMO-LUMO gap is 0.356 Ha. The LUMO energy is 0.8502 eV. Its structure (SMILES) is NCC1(S)CNC1.

Last column: natural (NBO) charge in e.
Positions of all 17 atoms, in Å:
1 C 0.138 0.622 1.196  -0.23
2 C 0.255 -0.312 0.020  -0.18
3 C 0.957 0.354 -1.149  -0.23
4 C -0.972 -0.345 -0.889  -0.23
5 H -0.591 0.613 3.123  0.37
6 H -1.611 -0.078 2.076  0.36
7 H 1.177 0.914 1.551  0.21
8 H -0.300 1.546 0.751  0.18
9 H 1.339 -2.371 -0.572  0.11
10 H 1.597 1.254 -0.951  0.19
11 H 1.604 -0.275 -1.741  0.19
12 H -0.451 0.520 -2.748  0.36
13 H -1.165 -1.266 -1.433  0.19
14 H -1.905 -0.047 -0.376  0.18
15 N -0.618 0.039 2.266  -0.84
16 N -0.373 0.717 -1.755  -0.62
17 S 0.918 -1.885 0.630  -0.01

---

So which one is most stable? That would be version y, about 49.6 kcal/mol below the next structure.

---

Version w
Molecular formula: C4H10N2S
Method: DFT, wB97M-V/def2-TZVPD

The value obtained for the highest occupied orbital energy is -8.664 eV. The HOMO-LUMO gap is 0.260 Ha. The LUMO energy is -1.5857 eV.

Last column: natural (NBO) charge in e.
Positions of all 17 atoms, in Å:
1 C 1.865 -0.983 0.507  -0.63
2 C 1.043 -0.501 -0.715  -0.26
3 C -1.233 1.118 0.639  0.04
4 C -1.961 0.675 -0.480  -0.68
5 H 1.224 -0.787 1.254  0.21
6 H 1.798 -2.160 0.463  0.21
7 H 3.114 -0.841 0.408  0.22
8 H 1.665 -0.780 -1.538  0.20
9 H 0.141 -1.202 -0.772  0.21
10 H 1.605 1.436 -0.629  0.36
11 H -1.637 1.578 1.629  0.24
12 H -3.034 1.030 -0.344  0.24
13 H -1.536 0.943 -1.492  0.28
14 H -1.185 -0.815 1.636  0.08
15 N 0.603 1.000 -0.838  -0.47
16 N -0.033 1.291 0.411  -0.30
17 S -2.440 -1.002 -0.141  0.05

---

Version x
Molecular formula: C4H10N2S
Method: DFT, wB97M-V/def2-TZVPD

The value obtained for the highest occupied orbital energy is -7.834 eV. The HOMO-LUMO gap is 0.321 Ha. The LUMO energy is 0.8963 eV. Its structure (SMILES) is CCN(C)/C=N\S.

Last column: natural (NBO) charge in e.
Positions of all 17 atoms, in Å:
1 C -1.957 -0.222 0.866  -0.62
2 C -1.345 -0.341 -0.512  -0.20
3 C 0.425 1.378 -0.314  -0.42
4 C 0.934 -1.059 -0.331  0.27
5 H -3.013 -0.507 0.827  0.21
6 H -1.432 -0.844 1.590  0.21
7 H -1.883 0.834 1.183  0.21
8 H -1.405 -1.323 -0.939  0.20
9 H -1.928 0.341 -1.151  0.19
10 H 1.278 1.641 -0.956  0.22
11 H 0.632 1.599 0.742  0.20
12 H -0.426 2.004 -0.616  0.21
13 H 0.450 -2.054 -0.471  0.18
14 H 4.291 -0.444 0.490  0.12
15 N 0.050 0.013 -0.514  -0.45
16 N 2.182 -1.200 -0.114  -0.63
17 S 3.145 0.181 0.222  0.10

---

So which one is most stable? That would be version x, about 144.3 kcal/mol below the next structure.

---

Version w
Molecular formula: C16H56O12
Method: DFT, wB97M-V/def2-TZVPD

The value obtained for the highest occupied orbital energy is -9.883 eV. The HOMO-LUMO gap is 0.357 Ha. The LUMO energy is -0.1560 eV. Its structure (SMILES) is CCO.CCO.CCO.CCO.CCO.CCO.CCO.CCO.O.O.O.O.

Last column: Löwdin charge in e.
Positions of all 84 atoms, in Å:
1 O 1.737 3.371 2.446  -0.04
2 H 2.640 3.117 2.257  0.01
3 H 1.556 4.086 1.836  0.04
4 O 3.994 1.751 -0.826  -0.05
5 H 4.307 1.842 0.074  0.02
6 H 3.044 1.667 -0.743  -0.01
7 O 3.310 0.559 4.092  -0.03
8 H 3.506 1.116 3.339  0.01
9 H 3.459 -0.332 3.775  0.02
10 O 0.815 3.743 -3.352  -0.05
11 H 0.355 3.241 -4.026  -0.03
12 H 0.927 3.126 -2.629  0.00
13 C 3.927 -2.751 -1.205  -0.08
14 C 4.529 -2.461 0.193  -0.28
15 O 4.066 -3.531 1.026  -0.09
16 H 4.096 -3.744 -1.623  0.08
17 H 4.411 -2.111 -1.942  0.07
18 H 2.878 -2.460 -1.255  0.03
19 H 4.193 -1.512 0.611  0.10
20 H 5.618 -2.409 0.171  0.11
21 H 3.961 -3.165 1.907  0.06
22 C 0.481 0.186 1.031  -0.04
23 C 0.849 -0.227 -0.381  -0.29
24 O 1.111 0.990 -1.110  -0.10
25 H 1.393 0.681 1.366  0.07
26 H 0.236 -0.727 1.575  0.06
27 H -0.370 0.866 1.012  0.07
28 H -0.006 -0.680 -0.883  0.09
29 H 1.711 -0.891 -0.452  0.10
30 H 1.384 0.621 -1.953  0.01
31 C -3.079 4.273 1.059  -0.08
32 C -3.443 2.847 0.640  -0.34
33 O -4.534 2.397 1.377  -0.06
34 H -2.163 4.731 0.688  0.07
35 H -2.820 4.358 2.115  0.06
36 H -3.855 5.002 0.827  0.07
37 H -2.603 2.155 0.693  0.09
38 H -3.680 2.913 -0.422  0.09
39 H -4.737 1.463 1.288  0.09
40 C -2.943 -1.893 -1.970  -0.12
41 C -2.913 -2.666 -0.696  -0.30
42 O -4.045 -2.136 -0.001  -0.09
43 H -3.879 -1.949 -2.526  0.08
44 H -2.240 -2.386 -2.641  0.07
45 H -2.641 -0.859 -1.803  0.07
46 H -1.965 -2.523 -0.177  0.11
47 H -3.070 -3.723 -0.908  0.11
48 H -4.720 -1.929 -0.652  0.07
49 C 0.754 -3.972 3.076  -0.08
50 C 0.420 -2.735 3.838  -0.35
51 O 1.094 -2.776 5.058  -0.06
52 H 0.388 -4.892 3.531  0.08
53 H 1.838 -4.060 3.019  0.06
54 H 0.387 -3.983 2.050  0.07
55 H -0.638 -2.660 4.091  0.11
56 H 0.562 -1.821 3.262  0.08
57 H 2.042 -2.753 4.908  0.08
58 C -2.800 1.968 -3.835  -0.05
59 C -1.344 1.466 -4.038  -0.31
60 O -0.714 2.227 -5.034  -0.08
61 H -2.930 3.027 -4.063  0.08
62 H -3.131 1.774 -2.815  0.05
63 H -3.430 1.329 -4.453  0.07
64 H -1.396 0.429 -4.368  0.10
65 H -0.827 1.492 -3.079  0.09
66 H -0.100 1.685 -5.534  0.09
67 C -2.400 0.332 4.830  -0.09
68 C -1.777 1.540 4.248  -0.35
69 O -0.654 1.725 5.060  -0.06
70 H -1.664 -0.469 4.760  0.07
71 H -3.315 -0.083 4.408  0.07
72 H -2.689 0.607 5.844  0.08
73 H -2.467 2.382 4.300  0.11
74 H -1.514 1.420 3.197  0.09
75 H -0.547 2.661 5.242  0.09
76 C 1.101 -1.535 -5.048  -0.05
77 C 1.356 -1.150 -3.601  -0.34
78 O 1.755 0.151 -3.609  -0.07
79 H 0.280 -0.875 -5.327  0.05
80 H 0.590 -2.497 -5.094  0.08
81 H 1.861 -1.286 -5.789  0.09
82 H 2.123 -1.759 -3.121  0.09
83 H 0.536 -1.233 -2.887  0.10
84 H 2.459 0.287 -4.247  0.12

---

Version x
Molecular formula: C16H56O12
Method: DFT, wB97M-V/def2-TZVPD

The value obtained for the highest occupied orbital energy is -9.770 eV. The HOMO-LUMO gap is 0.371 Ha. The LUMO energy is 0.3384 eV. Its structure (SMILES) is CCO.CCO.CCO.CCO.CCO.CCO.CCO.CCO.O.O.O.O.

Last column: Löwdin charge in e.
Positions of all 84 atoms, in Å:
1 O -4.617 -0.324 0.056  -0.06
2 H -4.000 -1.022 -0.103  -0.03
3 H -5.512 -0.594 -0.234  0.08
4 O -2.806 -3.260 -3.738  -0.08
5 H -3.332 -2.705 -4.335  0.04
6 H -3.038 -3.040 -2.814  0.02
7 O -4.651 2.207 0.792  -0.09
8 H -4.595 1.236 0.868  -0.03
9 H -5.371 2.396 1.402  0.03
10 O 0.500 -0.873 0.209  -0.04
11 H 0.216 -0.800 1.120  0.04
12 H 1.426 -1.176 0.335  0.04
13 C -2.711 1.503 4.320  -0.07
14 C -2.506 0.472 3.205  -0.22
15 O -1.050 0.168 3.108  -0.14
16 H -2.138 2.413 4.035  0.10
17 H -2.429 1.142 5.268  0.05
18 H -3.750 1.697 4.299  0.06
19 H -2.803 1.024 2.280  0.10
20 H -3.105 -0.497 3.313  0.13
21 H -0.538 0.847 2.676  0.04
22 C -3.598 -3.781 1.187  -0.06
23 C -2.400 -2.975 0.827  -0.30
24 O -2.749 -2.162 -0.291  -0.11
25 H -4.457 -3.191 0.751  0.10
26 H -3.590 -3.826 2.294  0.09
27 H -3.636 -4.768 0.783  0.06
28 H -1.437 -3.446 0.581  0.13
29 H -2.124 -2.398 1.717  0.10
30 H -2.024 -1.528 -0.388  0.07
31 C 2.355 4.388 -5.376  -0.09
32 C 1.901 3.445 -4.298  -0.35
33 O 2.954 2.551 -4.042  -0.08
34 H 1.942 5.375 -5.187  0.07
35 H 2.073 4.038 -6.383  0.09
36 H 3.373 4.617 -5.235  0.06
37 H 0.896 3.042 -4.560  0.10
38 H 1.724 3.931 -3.302  0.12
39 H 2.602 1.777 -3.542  0.05
40 C 2.467 2.567 1.795  -0.06
41 C 1.164 3.165 1.222  -0.23
42 O 0.135 2.110 1.341  -0.14
43 H 3.311 3.212 1.800  0.06
44 H 2.578 1.614 1.367  0.05
45 H 2.286 2.425 2.857  0.07
46 H 1.305 3.398 0.171  0.10
47 H 0.719 4.030 1.775  0.12
48 H -0.381 2.183 0.501  0.08
49 C 0.823 -0.513 6.040  -0.09
50 C 0.906 -1.833 5.317  -0.30
51 O 0.753 -1.666 3.882  -0.09
52 H 1.257 -0.585 7.098  0.10
53 H -0.169 -0.081 6.047  0.05
54 H 1.460 0.185 5.505  0.07
55 H 0.172 -2.464 5.671  0.07
56 H 1.842 -2.309 5.605  0.11
57 H 0.039 -1.062 3.738  -0.01
58 C 4.706 -3.412 -0.348  -0.09
59 C 3.285 -2.975 0.030  -0.33
60 O 3.186 -1.608 -0.099  -0.09
61 H 4.916 -4.452 -0.144  0.06
62 H 5.411 -2.899 0.349  0.09
63 H 5.043 -3.281 -1.360  0.06
64 H 3.126 -3.285 1.047  0.11
65 H 2.576 -3.524 -0.623  0.12
66 H 2.827 -1.121 -0.863  0.06
67 C 3.244 -1.048 -3.924  -0.08
68 C 1.985 -0.548 -3.286  -0.33
69 O 2.451 0.185 -2.179  -0.13
70 H 4.012 -0.334 -4.191  0.08
71 H 3.109 -1.598 -4.903  0.10
72 H 3.706 -1.843 -3.325  0.07
73 H 1.416 -1.437 -2.954  0.12
74 H 1.291 0.052 -3.922  0.13
75 H 1.632 0.627 -1.783  0.11
76 C -2.121 2.154 -2.845  -0.07
77 C -1.737 0.855 -2.189  -0.30
78 O -0.498 0.940 -1.477  -0.12
79 H -2.962 2.011 -3.481  0.07
80 H -1.351 2.570 -3.461  0.05
81 H -2.282 2.925 -2.106  0.08
82 H -1.722 -0.013 -2.966  0.14
83 H -2.522 0.630 -1.415  0.11
84 H -0.382 0.147 -0.917  0.03

---

So which one is most stable? That would be version x, about 31.7 kcal/mol below the next structure.